*w*
{"formula": "C2H11NO3", "method": "ωB97M-V/def2-TZVPD", "species": ["C", "C", "N", "H", "H", "H", "H", "H", "O", "H", "H", "O", "H", "H", "O", "H", "H"], "positions_angstrom": [[-1.782, 0.431, 1.102], [-1.958, -0.314, -0.074], [-1.410, -0.130, -1.297], [-1.318, 1.417, 1.190], [-2.125, -0.113, 2.046], [-2.812, -0.999, -0.084], [-0.956, 0.807, -1.376], [-1.862, -0.470, -2.177], [0.802, -1.695, 0.438], [0.115, -1.448, -0.076], [0.421, -2.245, 1.166], [3.169, 0.264, 0.903], [2.639, 0.984, 1.097], [2.481, -0.402, 0.592], [1.306, 1.581, -1.379], [2.221, 1.158, -1.505], [1.070, 1.173, -0.567]], "lowdin_charge": [-0.0314, -0.3503, 0.0294, 0.0360, 0.0592, 0.1046, 0.0969, 0.1238, -0.0234, -0.0757, 0.0871, -0.0538, -0.0226, 0.0341, -0.0745, 0.0909, -0.0303], "mol_weight_g_mol": 97.11, "lumo_ev": 0.633, "smiles": "C=CN.O.O.O", "e_homo_ev": -8.4}

=====

*x*
{"formula": "C2H11NO3", "method": "ωB97M-V/def2-TZVPD", "species": ["C", "C", "N", "H", "H", "H", "H", "H", "O", "H", "H", "O", "H", "H", "O", "H", "H"], "positions_angstrom": [[0.473, 1.791, 2.101], [0.642, 0.469, 2.413], [0.410, -0.512, 1.364], [-0.040, 2.328, 1.472], [0.645, 2.589, 2.734], [1.322, 0.078, 3.234], [0.246, -0.159, 0.426], [0.209, -1.426, 1.378], [1.500, 1.311, -2.640], [1.461, 1.232, -3.700], [2.268, 2.005, -2.680], [-1.794, 0.348, -0.988], [-2.163, 0.616, -0.166], [-0.897, 0.064, -0.686], [-0.917, -3.074, -0.982], [-1.431, -2.380, -1.402], [-1.483, -3.588, -0.361]], "lowdin_charge": [-0.0107, -0.1871, 0.0391, -0.0170, 0.0160, 0.1162, 0.0486, 0.0118, -0.1659, 0.0988, 0.0726, -0.0512, 0.0169, 0.0139, -0.0741, 0.0171, 0.0551], "mol_weight_g_mol": 97.11, "lumo_ev": 0.631, "smiles": "C=CN.O.O.O", "e_homo_ev": -8.4}

=====

Name the least stable of them. *x*.

=====

*w*
{"formula": "C4H14O3", "method": "ωB97M-V/def2-TZVPD", "species": ["C", "C", "C", "C", "O", "H", "H", "H", "H", "H", "H", "H", "H", "H", "H", "O", "H", "H", "O", "H", "H"], "positions_angstrom": [[0.940, -1.225, -0.278], [-0.248, -0.714, -1.090], [-1.434, -0.919, -0.206], [-2.725, -0.584, -0.921], [-1.410, -0.016, 0.990], [0.638, -2.151, 0.386], [1.387, -0.391, 0.288], [1.648, -1.559, -1.099], [-0.152, 0.406, -1.288], [-0.193, -1.226, -2.050], [-1.466, -1.972, 0.147], [-3.514, -1.072, -0.353], [-2.985, 0.481, -1.201], [-2.679, -1.036, -1.919], [-1.898, -0.463, 1.695], [0.780, 1.936, 0.922], [0.035, 1.223, 0.976], [0.408, 2.457, 0.171], [3.488, 0.994, 0.281], [4.097, 1.405, 0.943], [2.618, 1.235, 0.719]], "lowdin_charge": [-0.1059, -0.2428, -0.4342, -0.0714, -0.0773, 0.1160, 0.0360, 0.0908, 0.1377, 0.1143, 0.1416, 0.0721, 0.1054, 0.0761, 0.0999, -0.1111, 0.0514, 0.0659, -0.1179, 0.0484, 0.0051], "mol_weight_g_mol": 110.15, "lumo_ev": 0.652, "smiles": "CC[C@H](C)O.O.O", "e_homo_ev": -10.6}

=====

*x*
{"formula": "C4H14O3", "method": "ωB97M-V/def2-TZVPD", "species": ["C", "C", "C", "C", "H", "H", "H", "H", "H", "H", "H", "H", "O", "H", "H", "O", "H", "H", "O", "H", "H"], "positions_angstrom": [[-0.410, -0.564, 1.996], [0.890, -0.587, 1.175], [1.399, 0.441, 0.379], [2.692, 0.610, -0.338], [-0.461, -1.476, 2.587], [-0.380, 0.313, 2.723], [-1.355, -0.448, 1.463], [1.636, -1.330, 1.372], [0.651, 1.279, 0.476], [3.226, -0.293, -0.734], [3.436, 1.114, 0.490], [2.590, 1.361, -1.122], [-2.625, 0.078, -1.421], [-3.558, -0.092, -1.552], [-2.137, -0.709, -1.095], [-0.795, -2.192, -1.329], [-0.157, -1.474, -1.552], [-0.524, -2.267, -0.362], [-0.976, 2.089, -0.940], [-1.679, 1.555, -0.580], [-1.463, 2.591, -1.635]], "lowdin_charge": [-0.1137, -0.1884, -0.1974, -0.1189, 0.0585, 0.0946, 0.0526, 0.0778, 0.0941, 0.0787, 0.1282, 0.0573, -0.0715, 0.0488, 0.0196, -0.0878, 0.0569, 0.0596, -0.0919, -0.0153, 0.0582], "mol_weight_g_mol": 110.15, "lumo_ev": 0.742, "smiles": "C/C=C/C.O.O.O", "e_homo_ev": -8.9}

=====

Name the least stable of them. *x*.

=====

*w*
{"formula": "C4H14O3", "method": "ωB97M-V/def2-TZVPD", "species": ["C", "C", "C", "C", "H", "H", "H", "H", "H", "H", "H", "H", "O", "H", "H", "O", "H", "H", "O", "H", "H"], "positions_angstrom": [[2.477, 1.011, -0.472], [1.451, 0.493, 0.336], [0.234, 1.270, 0.767], [1.600, -0.931, 0.929], [3.221, 0.426, -0.921], [2.268, 2.010, -0.963], [0.118, 2.204, 0.239], [-0.672, 0.756, 0.725], [0.375, 1.604, 1.808], [1.560, -0.775, 2.073], [0.731, -1.516, 0.516], [2.533, -1.405, 0.621], [-0.491, -1.477, -1.501], [-0.317, -1.506, -2.451], [-0.019, -0.616, -1.231], [-2.440, -1.164, 0.727], [-1.768, -1.204, 0.033], [-2.507, -2.116, 0.897], [-2.453, 1.080, -0.935], [-2.555, 0.693, -0.013], [-3.344, 1.161, -1.186]], "lowdin_charge": [0.0414, -0.4040, -0.0765, -0.0732, 0.0238, 0.0708, 0.0790, 0.0142, 0.0964, 0.1075, 0.0621, 0.0671, -0.0822, 0.0569, 0.0611, -0.0710, -0.0144, 0.0604, -0.0642, 0.0374, 0.0074], "mol_weight_g_mol": 110.15, "lumo_ev": 0.643, "smiles": "C=C(C)C.O.O.O", "e_homo_ev": -9.2}

=====

*x*
{"formula": "C4H14O3", "method": "ωB97M-V/def2-TZVPD", "species": ["C", "C", "C", "C", "H", "H", "H", "H", "H", "H", "H", "H", "O", "H", "H", "O", "H", "H", "O", "H", "H"], "positions_angstrom": [[-2.525, -0.320, -1.003], [-1.528, -0.413, 0.211], [-1.405, 0.769, 0.842], [-0.248, 1.108, 1.747], [-1.916, -0.436, -1.930], [-3.247, -1.214, -1.070], [-3.011, 0.632, -1.173], [-0.982, -1.435, 0.381], [-2.099, 1.515, 0.543], [-0.427, 0.671, 2.732], [-0.139, 2.194, 1.984], [0.734, 0.966, 1.217], [3.164, 0.696, 0.358], [3.685, 0.092, -0.181], [2.478, 1.002, -0.353], [1.092, -2.038, -0.007], [1.660, -1.311, 0.303], [1.473, -2.807, 0.379], [1.184, 0.475, -1.551], [0.440, -0.095, -1.308], [1.617, -0.052, -2.120]], "lowdin_charge": [-0.1232, -0.1696, -0.1938, -0.0995, 0.0578, 0.0832, 0.0541, 0.1194, 0.0798, 0.0724, 0.0750, 0.0593, -0.1147, 0.0218, 0.0474, -0.0549, 0.0300, 0.0317, -0.0020, 0.0324, -0.0067], "mol_weight_g_mol": 110.15, "lumo_ev": 0.465, "smiles": "C/C=C/C.O.O.O", "e_homo_ev": -9.0}

=====

Name the least stable of them. *x*.

=====

*w*
{"formula": "C2H3N3S2", "method": "ωB97M-V/def2-TZVPD", "species": ["S", "C", "N", "C", "N", "N", "S", "H", "H", "H"], "positions_angstrom": [[0.670, 1.901, 0.472], [0.055, 0.662, -0.407], [-0.623, 0.609, -1.681], [-0.967, -0.584, -1.897], [-0.670, -1.431, -0.879], [0.236, -0.759, -0.058], [0.262, -1.045, 1.658], [-1.374, -0.876, -2.850], [-0.200, -2.379, -1.241], [-0.471, 0.157, 2.160]], "lowdin_charge": [0.6227, -0.8821, 0.0765, -0.2231, -0.0335, -0.5084, 0.6821, 0.1295, 0.2040, -0.0676], "mol_weight_g_mol": 133.20, "lumo_ev": -0.126, "smiles": "S=c1nc[nH]n1S", "e_homo_ev": -8.7}

=====

*x*
{"formula": "C2H3N3S2", "method": "ωB97M-V/def2-TZVPD", "species": ["C", "C", "N", "N", "N", "S", "S", "H", "H", "H"], "positions_angstrom": [[-0.835, 1.290, 0.169], [0.074, 0.310, 0.748], [-0.965, 1.036, -1.166], [-0.417, -0.164, -1.414], [-0.215, -0.876, -0.200], [-2.534, 0.786, 0.248], [-1.972, -1.329, 0.036], [1.060, 0.577, 0.802], [-0.288, 0.074, 1.665], [-0.886, -0.647, -2.194]], "lowdin_charge": [-0.6366, -0.2395, -0.1203, -0.1474, -0.3350, 0.6535, 0.5470, 0.0866, 0.0623, 0.1295], "mol_weight_g_mol": 133.20, "lumo_ev": -0.069, "e_homo_ev": -8.4}

=====

Name the least stable of them. *x*.

=====

*w*
{"formula": "CH5NP2", "method": "ωB97M-V/def2-TZVPD", "species": ["C", "N", "P", "P", "H", "H", "H", "H", "H"], "positions_angstrom": [[-1.504, -0.153, -0.296], [1.728, 0.666, 0.259], [2.734, -0.602, 0.371], [1.260, 2.088, 0.005], [-2.454, 0.149, -0.787], [-1.232, -1.280, -0.247], [-0.697, 0.326, -0.844], [1.781, -1.483, 0.819], [-1.615, 0.291, 0.721]], "lowdin_charge": [-0.1005, -1.0473, 0.6308, 0.7113, 0.0183, 0.0523, -0.0692, -0.2130, 0.0174], "mol_weight_g_mol": 93.01, "lumo_ev": [-0.907, -0.924], "e_homo_ev": [-7.4, -7.4]}

=====

*x*
{"formula": "CH5NP2", "method": "ωB97M-V/def2-TZVPD", "species": ["C", "N", "P", "P", "H", "H", "H", "H", "H"], "positions_angstrom": [[0.531, 0.045, 0.097], [0.764, 1.052, 0.821], [1.566, -1.252, -0.339], [-2.080, -0.622, 0.124], [0.219, 1.839, 1.168], [2.591, -0.405, -0.455], [1.405, -1.288, -1.737], [-2.497, 0.354, 1.036], [-2.499, 0.277, -0.715]], "lowdin_charge": [-0.6951, 0.0121, 0.7715, 0.6124, 0.0605, -0.1275, -0.0936, -0.2266, -0.3137], "mol_weight_g_mol": 93.01, "lumo_ev": [-0.435, -0.374], "e_homo_ev": [-7.7, -7.7]}

=====

Name the least stable of them. *x*.